The following is a quantum chemistry calculation of a 11-piece molecular cluster, C87H187N9O15S2 overall, from OMol25.

* orbital gap: 8.7 eV
* energy: -5844.3692 hartree
* F_max: 4.16 eV/Å

Atoms and positions in Å:
O (-4.532, 4.264, 31.124)
S (-5.402, 3.408, 31.828)
O (-6.771, 3.786, 31.842)
O (-5.345, 2.010, 31.126)
C (-4.169, 1.305, 30.854)
C (-4.480, -0.136, 30.935)
C (-4.923, 3.072, 33.424)
H (-3.440, 1.604, 31.607)
H (-3.823, 1.684, 29.853)
H (-4.720, -0.337, 31.967)
H (-3.581, -0.729, 30.705)
H (-5.307, -0.439, 30.332)
H (-5.108, 4.017, 33.964)
H (-3.834, 2.952, 33.392)
H (-5.477, 2.243, 33.765)
O (-5.855, 9.193, 35.679)
S (-6.786, 8.465, 34.807)
O (-7.544, 9.135, 33.789)
O (-6.061, 7.249, 34.150)
C (-5.514, 7.357, 32.761)
C (-4.817, 8.670, 32.477)
C (-7.915, 7.611, 35.854)
H (-6.327, 7.237, 32.048)
H (-4.882, 6.496, 32.736)
H (-4.201, 9.088, 33.311)
H (-5.632, 9.379, 32.282)
H (-4.089, 8.570, 31.643)
H (-8.538, 8.378, 36.295)
H (-7.527, 6.922, 36.615)
H (-8.539, 7.029, 35.168)
C (-5.814, 4.363, 36.617)
C (-4.692, 5.131, 37.361)
C (-3.716, 5.717, 36.302)
C (-2.652, 6.591, 36.950)
C (-3.349, 7.764, 37.562)
C (-4.402, 7.353, 38.682)
N (-5.312, 6.310, 38.075)
O (-6.270, 5.768, 38.933)
C (-3.603, 6.787, 39.933)
C (-5.241, 8.548, 39.038)
C (-3.997, 4.126, 38.368)
H (-6.476, 3.904, 37.369)
H (-5.333, 3.594, 36.030)
H (-6.423, 5.043, 36.013)
H (-3.390, 4.836, 35.784)
H (-4.274, 6.392, 35.618)
H (-1.976, 6.823, 36.138)
H (-2.025, 6.049, 37.653)
H (-3.838, 8.283, 36.732)
H (-2.579, 8.339, 38.091)
H (-2.799, 6.061, 39.730)
H (-3.140, 7.674, 40.375)
H (-4.345, 6.469, 40.655)
H (-4.645, 9.323, 39.513)
H (-5.730, 8.822, 38.144)
H (-6.042, 8.364, 39.783)
H (-3.705, 3.231, 37.820)
H (-4.683, 3.681, 39.116)
H (-3.085, 4.425, 38.860)
H (-5.814, 5.353, 39.671)
C (-3.491, 2.677, 27.490)
C (-3.796, 3.732, 26.397)
C (-5.303, 4.093, 26.476)
C (-5.688, 4.978, 27.681)
C (-4.764, 6.223, 27.647)
C (-3.253, 5.968, 27.538)
N (-3.048, 4.980, 26.483)
O (-1.710, 4.652, 26.444)
C (-2.655, 7.362, 27.136)
C (-2.591, 5.623, 28.935)
C (-3.540, 3.040, 25.000)
H (-4.025, 2.770, 28.433)
H (-2.419, 2.667, 27.710)
H (-3.749, 1.738, 27.013)
H (-5.604, 4.594, 25.520)
H (-5.798, 3.120, 26.488)
H (-5.613, 4.437, 28.634)
H (-6.754, 5.136, 27.584)
H (-4.914, 6.870, 28.517)
H (-5.062, 6.776, 26.761)
H (-2.710, 8.063, 27.935)
H (-1.578, 7.146, 27.075)
H (-3.031, 7.773, 26.190)
H (-1.494, 5.623, 28.897)
H (-2.910, 6.421, 29.604)
H (-3.096, 4.770, 29.362)
H (-4.239, 2.238, 24.841)
H (-2.500, 2.652, 25.078)
H (-3.613, 3.722, 24.169)
H (-1.490, 4.927, 25.549)
C (-6.883, -0.071, 37.491)
C (-5.317, -0.291, 37.694)
C (-5.076, -1.737, 38.222)
C (-5.261, -2.818, 37.142)
C (-4.263, -2.556, 36.050)
C (-4.425, -1.070, 35.411)
N (-4.470, -0.152, 36.514)
O (-4.633, 1.154, 36.007)
C (-3.264, -0.853, 34.452)
C (-5.729, -1.085, 34.535)
C (-4.729, 0.720, 38.774)
H (-7.240, 0.084, 38.518)
H (-7.427, -0.916, 37.055)
H (-7.117, 0.847, 36.945)
H (-4.079, -1.821, 38.613)
H (-5.837, -1.893, 39.014)
H (-6.240, -2.827, 36.605)
H (-5.241, -3.812, 37.574)
H (-4.480, -3.236, 35.206)
H (-3.256, -2.674, 36.464)
H (-3.492, 0.081, 33.865)
H (-2.324, -0.719, 34.994)
H (-3.200, -1.711, 33.802)
H (-5.859, -0.173, 33.957)
H (-5.460, -1.753, 33.736)
H (-6.617, -1.338, 35.081)
H (-4.887, 1.754, 38.480)
H (-3.629, 0.670, 38.851)
H (-5.118, 0.551, 39.804)
H (-3.745, 1.476, 35.901)
C (-12.872, 7.770, 31.790)
C (-11.366, 7.669, 31.683)
C (-10.898, 6.616, 32.747)
C (-9.461, 6.208, 32.591)
C (-9.267, 5.658, 31.161)
C (-9.665, 6.686, 30.082)
N (-11.073, 7.102, 30.402)
O (-11.630, 7.895, 29.384)
C (-8.599, 7.804, 29.895)
C (-9.783, 5.861, 28.791)
C (-10.832, 9.062, 32.134)
H (-13.323, 6.816, 31.547)
H (-13.234, 8.479, 31.039)
H (-13.181, 8.110, 32.789)
H (-11.106, 7.045, 33.714)
H (-11.497, 5.690, 32.680)
H (-9.091, 5.540, 33.386)
H (-8.813, 7.075, 32.727)
H (-9.953, 4.800, 31.075)
H (-8.239, 5.453, 31.010)
H (-8.228, 8.293, 30.803)
H (-7.728, 7.332, 29.487)
H (-8.957, 8.535, 29.184)
H (-8.908, 5.282, 28.521)
H (-10.586, 5.191, 28.969)
H (-10.037, 6.539, 27.943)
H (-11.008, 9.801, 31.356)
H (-9.768, 9.079, 32.379)
H (-11.347, 9.445, 33.013)
H (-12.365, 7.345, 29.052)
C (-5.482, -4.097, 31.809)
C (-7.006, -3.906, 31.460)
C (-7.262, -2.608, 30.693)
C (-6.574, -2.623, 29.381)
C (-7.151, -3.740, 28.518)
C (-7.119, -5.120, 29.132)
N (-7.624, -4.934, 30.571)
O (-7.547, -6.224, 31.162)
C (-8.146, -6.054, 28.367)
C (-5.687, -5.837, 29.028)
C (-7.809, -3.822, 32.767)
H (-5.320, -3.257, 32.546)
H (-4.820, -3.982, 30.945)
H (-5.270, -5.097, 32.174)
H (-8.336, -2.451, 30.528)
H (-6.990, -1.801, 31.393)
H (-5.501, -2.735, 29.466)
H (-6.733, -1.732, 28.810)
H (-6.619, -3.923, 27.553)
H (-8.206, -3.479, 28.231)
H (-8.085, -7.073, 28.736)
H (-9.163, -5.711, 28.540)
H (-7.910, -6.021, 27.313)
H (-5.493, -6.507, 29.879)
H (-5.610, -6.388, 28.121)
H (-4.946, -5.008, 28.983)
H (-8.733, -3.365, 32.499)
H (-7.312, -3.141, 33.457)
H (-7.847, -4.808, 33.203)
H (-8.431, -6.469, 31.460)
C (-0.411, -3.062, 24.537)
C (-0.556, -2.879, 26.028)
C (0.333, -1.657, 26.489)
C (-0.008, -1.296, 27.942)
C (-1.454, -0.885, 28.018)
C (-2.453, -2.046, 27.572)
N (-2.010, -2.543, 26.268)
O (-2.709, -3.702, 25.945)
C (-2.436, -3.130, 28.668)
C (-3.829, -1.434, 27.484)
C (-0.142, -4.216, 26.698)
H (-0.761, -2.201, 23.925)
H (-0.924, -4.011, 24.259)
H (0.689, -3.113, 24.342)
H (1.408, -1.918, 26.372)
H (0.107, -0.859, 25.804)
H (0.716, -0.489, 28.240)
H (0.267, -2.187, 28.536)
H (-1.604, 0.031, 27.441)
H (-1.719, -0.628, 29.038)
H (-2.742, -4.071, 28.231)
H (-1.492, -3.203, 29.247)
H (-3.072, -2.726, 29.457)
H (-4.511, -2.248, 27.184)
H (-4.079, -0.927, 28.403)
H (-3.919, -0.667, 26.737)
H (0.300, -4.159, 27.699)
H (0.669, -4.632, 26.087)
H (-0.978, -4.910, 26.686)
H (-3.372, -3.321, 25.381)
C (0.022, 3.847, 34.372)
C (0.171, 4.526, 32.959)
C (1.663, 4.536, 32.593)
C (2.305, 3.299, 32.169)
C (1.487, 2.742, 30.992)
C (-0.014, 2.560, 31.336)
N (-0.485, 3.834, 31.833)
O (-1.900, 3.801, 32.133)
C (-0.669, 2.223, 29.946)
C (-0.212, 1.302, 32.305)
C (-0.364, 5.941, 33.009)
H (0.295, 4.571, 35.128)
H (0.751, 3.076, 34.563)
H (-1.000, 3.422, 34.555)
H (1.733, 5.256, 31.763)
H (2.068, 5.133, 33.462)
H (2.262, 2.572, 32.976)
H (3.348, 3.442, 31.974)
H (1.850, 1.790, 30.677)
H (1.603, 3.421, 30.137)
H (-1.692, 1.925, 30.106)
H (-0.767, 3.208, 29.405)
H (-0.053, 1.621, 29.280)
H (0.258, 1.579, 33.262)
H (-1.254, 1.016, 32.469)
H (0.343, 0.464, 31.928)
H (-1.402, 5.929, 33.404)
H (-0.356, 6.335, 31.971)
H (0.230, 6.567, 33.668)
H (-2.370, 4.277, 31.416)
C (-6.642, 0.731, 27.787)
C (-7.805, 1.046, 26.915)
C (-8.536, 2.341, 27.432)
C (-9.389, 2.940, 26.417)
C (-8.669, 3.295, 25.134)
C (-8.022, 2.077, 24.554)
N (-7.196, 1.432, 25.602)
O (-6.420, 0.422, 25.064)
C (-9.143, 1.169, 23.934)
C (-7.118, 2.606, 23.371)
C (-8.774, -0.163, 26.887)
H (-6.336, -0.260, 27.520)
H (-7.026, 0.677, 28.838)
H (-5.889, 1.516, 27.792)
H (-9.081, 1.864, 28.230)
H (-7.871, 3.125, 27.827)
H (-9.729, 3.852, 26.931)
H (-10.339, 2.466, 26.227)
H (-7.963, 4.163, 25.271)
H (-9.423, 3.459, 24.385)
H (-9.523, 1.727, 23.069)
H (-8.794, 0.192, 23.617)
H (-10.000, 0.974, 24.556)
H (-7.758, 3.313, 22.782)
H (-6.214, 3.011, 23.859)
H (-6.845, 1.800, 22.709)
H (-8.381, -1.009, 26.341)
H (-9.745, 0.146, 26.483)
H (-8.837, -0.561, 27.891)
H (-6.967, -0.086, 24.432)
C (-12.404, 2.389, 31.086)
C (-11.321, 1.388, 31.619)
C (-10.354, 1.215, 30.444)
C (-9.182, 0.305, 30.797)
C (-8.516, 1.014, 31.977)
C (-9.388, 1.200, 33.229)
N (-10.581, 1.921, 32.762)
O (-11.518, 2.149, 33.830)
C (-9.670, -0.126, 33.985)
C (-8.582, 2.079, 34.191)
C (-12.094, -0.013, 31.827)
H (-12.691, 2.015, 30.074)
H (-12.049, 3.412, 30.924)
H (-13.282, 2.500, 31.758)
H (-11.034, 0.964, 29.656)
H (-9.846, 2.163, 30.131)
H (-8.381, 0.276, 30.023)
H (-9.547, -0.631, 31.094)
H (-8.065, 1.945, 31.615)
H (-7.751, 0.338, 32.339)
H (-8.708, -0.525, 34.277)
H (-10.296, -0.008, 34.837)
H (-10.094, -0.907, 33.343)
H (-9.050, 2.197, 35.176)
H (-7.625, 1.516, 34.314)
H (-8.267, 3.045, 33.811)
H (-12.369, -0.143, 32.862)
H (-11.564, -0.878, 31.448)
H (-13.009, 0.074, 31.252)
H (-11.831, 3.045, 33.880)